This record from the Open Molecules 2025 dataset describes an isolated ion of composition C11H19N2O and charge +1 at a distorted geometry. The level of theory is wB97M-V/def2-TZVPD.

Computed properties:
HOMO-LUMO gap (alpha / beta) = 4.66 / 5.12 eV
HOMO (alpha / beta) = -0.36062 / -0.36887 Eh
LUMO level (alpha / beta) = -5.153 / -4.914 eV
Net charge = +1

Atoms and positions in Å:
C1 2.7853 2.2818 0.7905
C2 3.4180 2.5612 1.8378
C3 1.1919 2.0853 1.1581
C4 -3.0423 -2.2453 -0.8959
C5 -1.7743 -2.9845 -0.1969
C6 -2.5938 -1.0914 -1.8343
C7 -0.8363 -1.9742 0.4694
C8 -1.7393 -0.1127 -1.0112
C9 0.7242 -0.0508 -0.1756
C10 3.0089 2.1697 -0.7173
C11 3.8642 2.8544 3.1826
N1 0.4652 1.0442 0.7031
N2 -0.5193 -0.8261 -0.4698
O1 0.7605 2.9380 1.8975
H1 -3.6838 -2.7924 -1.4873
H2 -3.6180 -1.8207 -0.0616
H3 -2.1778 -3.6570 0.5227
H4 -1.1855 -3.5432 -1.0120
H5 -2.1107 -1.6704 -2.6383
H6 -3.4298 -0.5752 -2.2633
H7 -1.3098 -1.5394 1.4087
H8 0.0878 -2.6186 0.6212
H9 -1.4745 0.8239 -1.6425
H10 -2.4494 0.0052 -0.1408
H11 1.3629 -0.6904 0.3448
H12 2.8162 3.2029 -1.0878
H13 2.1869 1.5022 -1.2451
H14 3.9592 1.7818 -0.8019
H15 4.1535 3.8799 3.1963
H16 4.6809 2.1868 3.3765
H17 2.9386 2.6893 3.9307
H18 -0.5568 1.3410 0.7484
H19 -0.3507 -1.3222 -1.3791

In elementary charge units, the natural (NBO) charges are: -0.20 0.50 0.69 -0.39 -0.42 -0.43 -0.24 -0.25 -0.28 -0.62 -0.75 -0.59 -0.40 -0.59 0.23 0.19 0.25 0.21 0.21 0.24 0.23 0.24 0.26 0.22 0.16 0.25 0.29 0.24 0.28 0.27 0.33 0.42 0.44

=====

This record from the Open Molecules 2025 dataset describes a 12-piece molecular cluster, C14H52N6O12 overall at a distorted geometry. The level of theory is wB97M-V/def2-TZVPD.

Computed properties:
SMILES string = NC(N)=O.NC(N)=O.NC(N)=O.CCO.CCO.CO.CO.CO.CO.CO.CO.CO
HOMO-LUMO gap = 8.39 eV
HOMO = -0.30746 Eh
LUMO level = 0.025 eV

Atoms and positions in Å:
N1 17.7172 -14.5554 4.8415
C1 16.7171 -14.4723 5.6510
N2 15.8360 -15.4532 5.6010
O1 16.5596 -13.3388 6.3499
H1 18.4735 -13.9008 5.0639
H2 17.9125 -15.1586 4.0236
H3 15.0480 -15.4864 6.3258
H4 15.9676 -16.3465 5.0657
N3 16.9657 -13.8666 -1.2488
C2 16.5029 -14.5699 -0.2312
N4 15.6598 -13.9322 0.4943
O2 16.9351 -15.8767 0.2085
H5 17.6655 -14.4581 -1.8292
H6 16.9416 -12.8288 -1.3792
H7 15.4012 -14.3896 1.3498
H8 15.4898 -12.9685 0.3467
N5 14.1080 -17.1870 1.0986
C3 13.2854 -17.7883 1.8319
N6 12.0465 -17.8120 1.4699
O3 13.7453 -18.1398 3.1109
H9 14.9055 -16.8064 1.7676
H10 14.1263 -16.7344 0.1531
H11 11.4979 -18.3927 2.0901
H12 11.5815 -17.3692 0.6848
C4 19.9887 -16.4063 -1.9000
C5 18.7395 -16.3239 -2.8003
O4 18.4624 -15.0401 -3.2261
H13 20.2722 -17.4869 -1.6294
H14 19.6590 -15.9210 -0.8955
H15 20.8551 -15.9593 -2.3460
H16 17.8621 -16.8882 -2.3293
H17 18.9444 -16.8099 -3.7835
H18 18.4927 -15.0937 -4.1734
C6 20.0205 -14.6109 2.1365
C7 19.5983 -16.0355 2.6367
O5 18.1793 -16.1684 2.6256
H19 21.0156 -14.7725 1.6852
H20 20.1120 -13.7978 2.9275
H21 19.4185 -14.3912 1.2488
H22 20.1177 -16.3116 3.5617
H23 20.0011 -16.7288 1.8828
H24 17.7950 -16.3700 1.7716
C8 16.4849 -19.0529 0.7759
O6 17.3356 -18.4635 -0.1588
H25 15.5080 -19.3762 0.4151
H26 16.3410 -18.3885 1.6641
H27 16.9657 -19.8419 1.1861
H28 16.9695 -17.5662 -0.1484
C9 18.2169 -16.5965 7.6467
O7 19.3073 -16.3921 6.7634
H29 17.8749 -15.7585 8.2820
H30 18.4071 -17.4234 8.2833
H31 17.4092 -16.7656 6.9852
H32 18.8942 -15.8234 6.0239
C10 17.4278 -12.1774 3.0305
O8 17.6462 -11.1430 2.0719
H33 17.4364 -13.2244 2.6797
H34 16.5199 -11.9279 3.5891
H35 18.2123 -12.2634 3.7733
H36 16.8693 -10.8608 1.5967
C11 20.7149 -12.9749 -0.8961
O9 19.6582 -12.1506 -0.3227
H37 21.7437 -12.6175 -0.6275
H38 20.5603 -13.0674 -1.9720
H39 20.5733 -13.9752 -0.4099
H40 19.7331 -12.1400 0.6064
C12 17.2675 -18.7253 4.4884
O10 16.3596 -17.8109 4.0185
H41 18.1165 -18.1576 4.7937
H42 17.6147 -19.4751 3.8344
H43 16.9643 -19.3018 5.3833
H44 15.6998 -18.3056 3.5575
C13 21.1458 -13.5994 5.9133
O11 19.9353 -13.2916 5.3997
H45 21.5708 -12.8589 6.6066
H46 21.9054 -13.9240 5.2275
H47 21.0035 -14.4857 6.5375
H48 19.8029 -12.3287 5.5672
C14 22.2841 -11.3934 3.3412
O12 21.3336 -11.1181 2.3427
H49 22.5336 -10.4648 3.7941
H50 23.1666 -12.0155 3.1394
H51 21.9020 -11.9144 4.2323
H52 20.5104 -10.7889 2.7193

In elementary charge units, the Löwdin charges are: 0.14 -0.69 0.15 -0.11 0.05 0.08 0.16 0.09 0.18 -0.51 0.19 -0.17 0.10 0.15 0.12 0.11 0.14 -0.65 0.18 -0.14 0.16 0.15 0.12 0.13 -0.07 -0.34 -0.10 0.10 0.08 0.06 0.12 0.12 0.10 -0.07 -0.25 -0.13 0.08 0.08 0.05 0.11 0.11 0.04 -0.18 -0.12 0.08 0.06 0.04 0.00 -0.16 -0.15 0.09 0.07 0.03 0.07 -0.15 -0.11 0.06 0.09 0.05 0.06 -0.12 -0.14 0.09 0.07 0.04 0.00 -0.16 -0.15 0.06 0.07 0.09 0.02 -0.20 -0.14 0.10 0.07 0.08 0.13 -0.16 -0.10 0.07 0.10 0.04 0.08

=====

This record from the Open Molecules 2025 dataset describes CH10NaO8 as an isolated structure at a distorted geometry. The level of theory is wB97M-V/def2-TZVPD.

Computed properties:
HOMO-LUMO gap (alpha / beta) = 8.03 / 7.93 eV
HOMO (alpha / beta) = -0.32088 / -0.31711 Eh
Spin multiplicity = 2
LUMO level (alpha / beta) = -0.699 / -0.696 eV
⟨S²⟩ = 0.7584

Atoms and positions in Å:
Na1 7.0985 -9.8867 7.7203
C1 7.6382 -6.8144 5.8119
O1 7.0607 -5.9809 5.1030
O2 8.7949 -6.5585 6.1625
O3 7.0393 -7.7885 6.2180
O4 4.5174 -10.2308 7.4146
H1 3.8329 -9.7018 7.8243
H2 4.4557 -11.0814 7.8491
O5 7.5141 -10.4977 10.0523
H3 7.1676 -11.3079 10.4261
H4 8.3467 -10.3615 10.5044
O6 5.7991 -7.1672 8.9770
H5 5.5008 -6.2578 8.9622
H6 6.3985 -7.2352 8.2338
O7 7.1086 -12.2592 6.6613
H7 7.8723 -12.3840 6.0979
H8 6.4931 -12.9384 6.3853
O8 10.2623 -10.4785 7.5922
H9 11.0317 -10.3161 7.0466
H10 9.9392 -9.6061 7.8174

In elementary charge units, the natural (NBO) charges are: 0.96 0.89 -0.47 -0.58 -0.81 -0.95 0.49 0.46 -0.97 0.49 0.49 -0.97 0.48 0.49 -0.97 0.49 0.48 -0.95 0.48 0.47

=====

This record from the Open Molecules 2025 dataset describes a 2-piece molecular cluster, C7H11N2O2 overall at a distorted geometry. The level of theory is wB97M-V/def2-TZVPD.

Computed properties:
HOMO-LUMO gap = 7.14 eV
HOMO = -0.13978 Eh
LUMO level = 3.335 eV
Net charge = -1

Atoms and positions in Å:
C1 1.9016 -1.8411 2.4008
C2 2.1980 -2.6325 1.1421
O1 3.0524 -3.5939 1.2903
O2 1.6144 -2.4220 0.1155
H1 2.4184 -2.3716 3.2757
H2 0.8714 -1.6156 2.5322
H3 2.4373 -0.8310 2.3170
C3 -1.4878 2.2891 -0.1476
C4 -2.4446 2.4265 -1.3064
C5 -0.6099 1.0608 -0.6105
C6 -1.0562 -0.2429 -0.6276
C7 1.0533 -0.1570 -1.2847
N1 0.7116 1.1368 -1.0222
N2 0.0091 -1.0321 -0.9521
H4 -0.8949 3.0780 0.1304
H5 -1.8468 1.9364 0.8881
H6 -2.5127 1.5440 -1.9358
H7 -2.0843 -0.5635 -0.4141
H8 2.1528 -0.2504 -1.4849
H9 0.1128 -2.0984 -1.2036
H10 -2.0917 3.3082 -1.8996
H11 -3.5041 2.8721 -1.2032

In elementary charge units, the natural (NBO) charges are: -0.73 0.76 -0.82 -0.79 0.21 0.20 0.20 -0.44 -0.62 0.09 -0.14 0.15 -0.50 -0.50 0.22 0.20 0.22 0.20 0.23 0.48 0.21 0.19

=====

The following relative energy (zero: lowest compared OMol25 entry of this formula, charge and spin) values (in kJ/mol) correspond, in order, to the records above: 778.21, 503.78, 79.03, 243.99.